(i)
One molecule with the formula C5H8N2. Source: the OMol25 dataset; level of theory: the ωB97M-V functional and the def2-TZVPD basis.

The geometry in XYZ format:
```
15
Properties=species:S:1:pos:R:3
C 1.424 0.444 -0.502
C -0.728 0.748 -0.928
C -0.992 -0.642 -0.523
C -0.690 -1.763 -1.408
N -0.464 -2.633 -2.137
N 0.141 0.014 0.190
C -0.133 0.304 1.630
H 1.564 -0.088 -1.453
H 1.500 1.525 -0.773
H 2.204 0.210 0.202
H -1.326 1.444 -0.347
H -1.826 -0.856 0.151
H -1.186 0.609 1.760
H 0.490 1.151 1.913
H 0.065 -0.530 2.320
```

## Properties
Molar mass ... 96.1 Da
Highest occupied orbital energy ... -7.8 eV
Orbital gap ... 8.5 eV

=====

(ii)
One molecule with the formula C5H8N2. Source: the OMol25 dataset; level of theory: the ωB97M-V functional and the def2-TZVPD basis.

The geometry in XYZ format:
```
15
Properties=species:S:1:pos:R:3
H 1.715 -1.134 -1.709
N 0.708 -0.922 -1.699
C 0.329 -0.693 -0.512
C 1.181 -0.877 0.686
C -1.160 -0.539 -0.264
C -1.263 0.791 0.324
N -1.782 1.569 1.141
C -0.401 1.862 0.005
H 1.056 -0.141 1.450
H 0.916 -1.796 1.174
H 2.245 -0.932 0.559
H -1.577 -1.311 0.383
H -1.658 -0.570 -1.238
H 0.453 2.249 0.513
H -0.760 2.442 -0.812
```

## Properties
SMILES string ... [H]/N=C(\C)CC1=NC1
Molar mass ... 96.1 Da
Highest occupied orbital energy ... -9.6 eV
Orbital gap ... 10.5 eV

=====

Energies relative to the minimum, kcal/mol: (i) 42.0; (ii) 0.0

=====

(i)
An isolated ion of composition H5N4O and charge -1. Source: the OMol25 dataset; level of theory: the ωB97M-V functional and the def2-TZVPD basis.

The geometry in XYZ format:
```
10
Properties=species:S:1:pos:R:3
N -1.305 -0.116 -0.681
N 0.268 -0.015 -1.161
N 0.992 0.683 -0.148
N 1.058 -0.399 0.936
O 0.287 1.759 0.267
H -1.857 0.293 -1.425
H -1.209 0.673 -0.084
H 0.793 -0.902 -1.110
H 1.304 0.018 1.812
H 0.157 -0.880 0.830
```

## Properties
SMILES string ... NNN(N)[O-]
Molar mass ... 77.1 Da
Highest occupied orbital energy ... -2.0 eV
Orbital gap ... 7.2 eV
Charge ... -1

=====

(ii)
A 2-piece molecular cluster, H5N4O overall. Source: the OMol25 dataset; level of theory: the ωB97M-V functional and the def2-TZVPD basis.

The geometry in XYZ format:
```
10
Properties=species:S:1:pos:R:3
N 0.505 -1.438 0.567
N -1.274 1.416 -0.485
N 0.729 -0.135 1.016
N 0.757 0.846 -0.054
O 1.333 0.282 -1.038
H 1.344 -1.614 -0.068
H -0.445 -1.564 0.164
H -1.415 1.595 -1.474
H -1.569 0.478 -0.358
H 0.034 0.134 1.729
```

## Properties
Molar mass ... 77.1 Da
Highest occupied orbital energy (alpha / beta) ... -2.0 / -2.0 eV
Orbital gap (alpha / beta) ... 6.9 / 6.9 eV
Charge ... -1

=====

Energies relative to the minimum, kcal/mol: (i) 0.0; (ii) 5.1

=====

(i)
One molecule with the formula C7H14. Source: the OMol25 dataset; level of theory: the ωB97M-V functional and the def2-TZVPD basis.

The geometry in XYZ format:
```
21
Properties=species:S:1:pos:R:3
C 2.082 -0.064 -0.942
C 0.739 -0.745 -0.681
C 0.718 -1.685 0.431
C -0.594 -0.275 1.663
C -0.398 0.074 0.105
C -0.053 1.564 0.167
C -1.725 -0.131 -0.645
H 2.020 0.731 -1.696
H 2.785 -0.818 -1.314
H 2.506 0.345 -0.020
H 0.309 -1.099 -1.630
H -0.190 -2.304 0.288
H -0.808 -1.294 2.005
H -1.482 0.312 1.904
H 0.242 0.088 2.268
H -0.858 2.077 0.708
H 0.040 2.021 -0.823
H 0.875 1.731 0.719
H -1.896 -1.183 -0.901
H -2.564 0.209 -0.025
H -1.748 0.445 -1.581
```

## Properties
Molar mass ... 98.2 Da
Highest occupied orbital energy ... -8.2 eV
Orbital gap ... 9.0 eV

=====

(ii)
One molecule with the formula C7H14. Source: the OMol25 dataset; level of theory: the ωB97M-V functional and the def2-TZVPD basis.

The geometry in XYZ format:
```
21
Properties=species:S:1:pos:R:3
C 1.159 -0.625 1.655
C 1.086 -0.083 0.243
C 0.206 1.086 -0.147
C -0.681 1.820 0.837
C -0.096 -0.300 -0.677
C -1.315 -1.062 -0.190
C 0.203 -0.558 -2.143
H 1.888 -0.063 2.251
H 1.471 -1.676 1.658
H 0.202 -0.570 2.181
H 2.053 -0.107 -0.260
H 0.649 1.757 -0.884
H -1.520 2.303 0.322
H -0.119 2.605 1.358
H -1.104 1.164 1.602
H -1.160 -2.143 -0.296
H -2.199 -0.799 -0.785
H -1.559 -0.869 0.858
H 1.090 -0.007 -2.476
H 0.384 -1.624 -2.330
H -0.637 -0.249 -2.778
```

## Properties
SMILES string ... C[C@@H]1[C@H](C)C1(C)C
Molar mass ... 98.2 Da
Highest occupied orbital energy ... -9.5 eV
Orbital gap ... 10.5 eV

=====

(iii)
A 3-piece molecular cluster, C7H14 overall. Source: the OMol25 dataset; level of theory: the ωB97M-V functional and the def2-TZVPD basis.

The geometry in XYZ format:
```
21
Properties=species:S:1:pos:R:3
C 0.088 -1.054 -1.241
C 0.268 0.389 -1.733
C 0.861 1.373 -0.723
C 0.069 1.487 0.592
C 0.218 0.260 1.461
C -0.633 -0.886 1.238
C -1.014 -1.242 -0.192
H 1.038 -1.427 -0.834
H -0.140 -1.682 -2.111
H -0.708 0.766 -2.071
H 0.912 0.379 -2.623
H 1.894 1.082 -0.486
H 0.922 2.363 -1.193
H 0.443 2.349 1.158
H -0.987 1.695 0.373
H 1.239 0.133 1.798
H 0.210 -0.604 2.964
H 0.070 -1.409 2.418
H -1.478 -1.053 1.901
H -1.351 -2.287 -0.191
H -1.903 -0.657 -0.476
```

## Properties
Molar mass ... 98.2 Da
Highest occupied orbital energy ... -8.3 eV
Orbital gap ... 8.8 eV

=====

(iv)
C7H14 as an isolated structure. Source: the OMol25 dataset; level of theory: the ωB97M-V functional and the def2-TZVPD basis.

The geometry in XYZ format:
```
21
Properties=species:S:1:pos:R:3
C 2.715 0.344 0.514
C 1.798 0.988 -0.453
C 0.318 0.911 -0.147
C -0.597 -0.162 -0.379
C -0.623 -1.327 -1.121
C -1.951 -0.156 -0.085
C -2.517 0.864 0.966
H 3.163 1.082 1.152
H 2.210 -0.460 1.073
H 3.560 -0.004 -0.126
H 2.017 0.602 -1.483
H 1.919 1.995 -0.797
H -0.140 1.869 -0.149
H 2.176 -6.052 2.333
H -0.941 -2.328 -0.765
H -0.432 -1.299 -2.190
H -2.669 -0.771 -0.558
H 2.371 -6.632 2.012
H -3.569 0.670 1.291
H -2.529 1.885 0.499
H -1.998 0.660 1.927
```

## Properties
Molar mass ... 98.2 Da
Highest occupied orbital energy ... -6.2 eV
Orbital gap ... 4.9 eV

=====

Energies relative to the minimum, kcal/mol: (i) 85.0; (ii) 0.0; (iii) 101.6; (iv) 172.0